No. 1
DFT (the ωB97M-V functional and the def2-TZVPD basis) results for a single C21H23Cl2NO4S molecule in a non-equilibrium geometry.

Each line ends with the natural charge from an NBO analysis.
Positions of all 52 atoms, in Å:
1 Cl -7.10549 1.95103 0.74302  0.03
2 Cl 8.40415 0.15964 -0.36058  0.00
3 S -1.63014 -0.19303 -1.40705  2.18
4 O -1.00634 0.83848 -2.19389  -0.94
5 O -1.85376 -1.46882 -2.03117  -0.95
6 O -0.84108 -2.74870 0.60654  -0.50
7 O -2.34048 -1.27034 1.38706  -0.61
8 N 1.97128 0.37474 1.32685  -0.45
9 C 5.95370 0.94979 -1.16534  -0.23
10 C 0.69113 0.73384 1.89153  -0.20
11 C -4.24780 -0.45851 -0.60329  -0.08
12 C -4.56600 2.25734 -0.08779  -0.23
13 C 4.61662 1.23761 -0.95189  -0.19
14 C -1.67604 -3.86052 0.94837  -0.08
15 C -0.44202 0.82909 0.85176  -0.46
16 C 1.88315 -0.88610 0.61916  -0.22
17 C -3.20877 0.42849 -0.81109  -0.35
18 C 6.73291 0.52450 -0.10302  -0.03
19 C -2.08341 -4.58079 -0.32818  -0.63
20 C -3.35858 1.78068 -0.56621  -0.17
21 C -1.32250 -1.53016 0.78610  0.79
22 C -5.60429 1.36372 0.13915  -0.02
23 C -0.52918 -0.47198 0.07813  -0.33
24 C 4.05474 1.11163 0.31069  -0.05
25 C -5.45757 0.00816 -0.12269  -0.25
26 C 6.18912 0.38549 1.16477  -0.25
27 C 4.85456 0.68225 1.36383  -0.14
28 C 2.60524 1.43522 0.55711  -0.25
29 C 0.81414 -0.89414 -0.48611  -0.45
30 H 1.64252 -1.66043 1.35359  0.20
31 H 0.79060 1.68668 2.41615  0.21
32 H 2.86087 -1.11141 0.18958  0.22
33 H 2.10683 1.63619 -0.40302  0.18
34 H 0.73785 -1.88483 -0.93205  0.25
35 H 4.41354 0.57321 2.34228  0.22
36 H -6.27942 -0.66804 0.05095  0.23
37 H -1.08605 -4.50857 1.60196  0.19
38 H -2.54929 -3.48654 1.49201  0.21
39 H -0.23861 1.63900 0.14878  0.23
40 H 6.38702 1.05110 -2.14790  0.23
41 H -4.10151 -1.50166 -0.83058  0.23
42 H -4.70508 3.30874 0.10840  0.23
43 H 6.80748 0.05136 1.98305  0.23
44 H 2.54895 2.34827 1.15958  0.21
45 H 0.42835 -0.03399 2.62653  0.20
46 H -1.21761 -5.04660 -0.79082  0.21
47 H -1.38982 1.02431 1.35661  0.25
48 H -2.50042 -3.86613 -1.03454  0.23
49 H 4.00753 1.56532 -1.78178  0.22
50 H -2.53934 2.44999 -0.77328  0.24
51 H -2.82223 -5.34449 -0.10305  0.22
52 H 1.08072 -0.18823 -1.27568  0.23

Calculated total energy ... -67710.829 eV
SMILES ... CCOC(=O)C1(S(=O)(=O)c2ccc(Cl)cc2)CCN(Cc2ccc(Cl)cc2)CC1
Lowest unoccupied orbital energy ... 0.38 eV
Charge ... 0
Highest occupied orbital energy ... -8.73 eV

No. 2
DFT (the ωB97M-V functional and the def2-TZVPD basis) results for a molecular structure, C37H31AsGdNO7P2S in a non-equilibrium geometry.

Each line ends with the Mulliken spin population.
Positions of all 81 atoms, in Å:
1 Gd -12.63810 -14.29090 3.47368  6.11
2 As -9.15192 -14.13301 4.07077  -0.05
3 S -11.82044 -11.77850 4.70537  0.01
4 P -12.52239 -17.15754 2.79352  0.05
5 P -15.35126 -13.49596 4.76491  0.12
6 O -9.60223 -15.04924 5.45863  0.00
7 O -12.61209 -10.94753 5.56369  -0.01
8 O -12.38485 -11.90830 3.36572  -0.06
9 O -7.78260 -14.72209 3.54664  0.00
10 O -10.60175 -14.41205 3.16565  -0.04
11 O -21.91863 -13.10123 1.99893  0.00
12 O -11.56190 -13.11318 5.25522  0.00
13 N -13.39383 -15.78970 5.24345  -0.11
14 C -13.97448 -17.46520 0.51669  0.03
15 C -8.67345 -19.53649 1.94981  0.00
16 C -9.83807 -17.47685 2.32682  -0.01
17 C -18.57873 -16.65163 3.92055  0.00
18 C -13.99190 -17.75876 1.87139  -0.02
19 C -11.04975 -19.42627 1.69489  0.00
20 C -16.32915 -11.91953 4.94579  -0.02
21 C -12.53271 -18.01437 4.39777  0.06
22 C -17.13306 -11.44621 3.87331  0.00
23 C -16.94529 -15.06898 3.12262  0.10
24 C -17.91235 -16.03592 2.85210  0.01
25 C -18.18092 -9.80926 5.34016  0.00
26 C -11.06132 -18.06500 2.06369  0.00
27 C -21.93915 -13.61077 2.99866  0.00
28 C -16.55513 -11.44073 6.20402  0.00
29 C -7.79123 -11.73446 4.05591  0.00
30 C -17.43354 -10.38306 6.42775  0.00
31 C -10.14011 -11.33953 4.48104  -0.02
32 C -14.20084 -15.37273 6.28692  0.23
33 C -16.18260 -18.26408 0.41645  0.00
34 C -16.17083 -18.62206 1.78959  0.01
35 C -16.68714 -14.67172 4.38152  -0.16
36 C -15.15515 -17.58906 -0.18357  0.01
37 C -14.67721 -13.93814 6.41309  0.11
38 C -8.69735 -18.19737 2.33975  0.00
39 C -7.49172 -10.39669 4.15605  0.00
40 C -14.56726 -16.44362 7.06414  0.13
41 C -15.08356 -18.23620 2.56453  -0.02
42 C -17.39469 -15.18465 5.47563  -0.01
43 C -13.33398 -17.21027 5.41264  0.26
44 C -18.00303 -10.36783 4.03376  0.00
45 C -9.90050 -20.14980 1.63621  0.00
46 C -18.32168 -16.21503 5.23108  0.00
47 C -8.51202 -9.54915 4.55392  0.00
48 C -9.84446 -9.99053 4.62432  0.00
49 C -9.06919 -12.25569 4.18073  0.02
50 C -14.00863 -17.61229 6.53786  0.08
51 H -9.74072 -16.44370 2.53183  0.01
52 H -8.42513 -8.50369 4.74197  0.00
53 H -14.13458 -18.67251 6.93947  0.01
54 H -16.94515 -18.61326 -0.27807  0.00
55 H -17.14906 -14.86588 6.47484  0.00
56 H -13.91354 -13.17560 6.61508  0.02
57 H -11.99090 -19.96015 1.62985  0.00
58 H -9.87044 -21.21350 1.26973  0.00
59 H -15.19909 -16.34539 7.90673  0.00
60 H -10.59165 -9.26549 4.93616  0.00
61 H -18.91541 -9.02188 5.57547  0.00
62 H -15.03690 -18.18324 3.70241  0.00
63 H -12.88283 -19.10817 4.32231  0.01
64 H -18.75273 -16.74781 6.05625  0.00
65 H -7.00269 -12.45461 3.89724  0.00
66 H -16.03582 -11.82779 7.00415  0.00
67 H -15.28881 -17.17985 -1.16552  0.00
68 H -13.02073 -17.03653 0.10210  0.00
69 H -17.58870 -10.08729 7.43314  0.00
70 H -17.06024 -19.14421 2.19038  0.00
71 H -15.41631 -13.82799 7.25051  0.01
72 H -16.97436 -11.84295 2.85005  0.01
73 H -19.29398 -17.41997 3.69752  0.00
74 H -7.82513 -17.59288 2.65234  0.00
75 H -7.75783 -20.05841 1.88428  0.00
76 H -18.10786 -16.38711 1.83237  0.00
77 H -18.46465 -9.97818 3.13383  0.00
78 H -16.41922 -14.64322 2.26189  0.06
79 H -6.51228 -10.03099 4.07023  0.00
80 H -11.48599 -18.09130 4.72542  0.04
81 H -10.42576 -14.82860 5.89347  0.00

Multiplicity ... 8
Calculated total energy ... -165776.497 eV
ΔE to the lowest compared entry with this formula, charge and spin ... 123.2 kcal/mol
Lowest unoccupied orbital energy (alpha / beta) ... 0.27 / -3.04 eV
Charge ... 0
⟨S²⟩ ... 15.80
Highest occupied orbital energy (alpha / beta) ... -4.80 / -8.50 eV

No. 3
DFT (the ωB97M-V functional and the def2-TZVPD basis) results for 2 unconnected molecules or ions with the total composition C2HBrF3N in a non-equilibrium geometry.

Each line ends with the natural charge from an NBO analysis.
Positions of all 8 atoms, in Å:
1 Br -2.18867 1.28386 0.80858  0.27
2 F 0.92729 -2.17204 -0.91874  -0.36
3 F -0.56268 -2.59806 -2.58026  -0.32
4 F 0.45005 -0.69375 -2.36967  -0.32
5 N -1.29719 -1.16527 -1.02459  -0.24
6 C -0.79070 0.60438 -0.03138  -0.19
7 C -0.17806 -1.62331 -1.67902  0.94
8 H 0.16806 0.83938 -0.38360  0.21

Calculated total energy ... -81769.122 eV
ΔE to the lowest compared entry with this formula, charge and spin ... 129.1 kcal/mol
Lowest unoccupied orbital energy (alpha / beta) ... -1.05 / -1.86 eV
Charge ... 0
Highest occupied orbital energy (alpha / beta) ... -11.32 / -9.58 eV